1.
{"formula": "C5H12N4O", "method": "the ωB97M-V functional and the def2-TZVPD basis", "homo_ev": -6.20, "energy_ev": -13379.3489, "de_lowest_kcal_mol": 186.5, "symbols": ["C", "C", "C", "C", "C", "N", "N", "N", "N", "O", "H", "H", "H", "H", "H", "H", "H", "H", "H", "H", "H", "H"], "xyz": [[-1.65493, -1.44216, -0.05563], [-0.51143, -0.79331, -0.92479], [-2.11996, -0.50686, 0.99249], [2.45469, 0.26890, 0.80624], [1.10812, 1.47269, -0.75074], [-0.76000, -0.75042, 2.87477], [0.67146, -0.85623, -0.23932], [-1.06334, -0.04216, 1.95249], [1.29215, 0.22668, -0.08787], [-0.71351, 1.08869, 1.58731], [-2.42848, -1.67834, -0.79970], [-1.18818, -2.37487, 0.17146], [-0.38777, -1.48246, -1.90850], [-0.75279, 0.20502, -1.30167], [-2.51593, 0.51083, 0.48148], [-2.87652, -1.15791, 1.56339], [3.21486, 0.89788, 0.43901], [1.99650, 0.55622, 1.79997], [2.62079, -0.75138, 1.04971], [0.00419, 1.77775, -0.65700], [1.86042, 2.21004, -0.21595], [1.21772, 1.49972, -1.86187]]}

2.
{"formula": "C5H12N4OS", "method": "the ωB97M-V functional and the def2-TZVPD basis", "homo_ev": -8.69, "energy_ev": -24218.7900, "de_lowest_kcal_mol": 30.4, "symbols": ["H", "N", "C", "N", "N", "C", "C", "C", "C", "N", "S", "O", "H", "H", "H", "H", "H", "H", "H", "H", "H", "H", "H"], "xyz": [[3.16763, 1.38228, 1.62163], [2.25082, 1.12881, 1.24984], [2.17873, 0.42540, 0.18173], [3.25196, -0.14869, -0.42326], [0.88917, 0.14800, -0.35957], [-0.08322, 1.20301, -0.13991], [-1.49521, 0.90997, -0.60012], [-2.41035, 0.12118, 0.36024], [-2.04309, -1.37985, 0.53446], [-0.76007, -1.60126, 1.06119], [0.33822, -1.39641, -0.14758], [1.49659, -2.16831, -0.02187], [4.16399, 0.38797, -0.38517], [3.01137, -0.38432, -1.33679], [0.12173, 2.08518, -0.81005], [0.00913, 1.51683, 0.83726], [-1.35818, 0.58728, -1.68068], [-1.88700, 1.90171, -0.66007], [-2.46060, 0.43954, 1.44208], [-3.42832, 0.26354, -0.12615], [-2.65505, -1.74716, 1.25362], [-2.16596, -1.87535, -0.40225], [-0.13231, -1.79936, -1.44858]]}

3.
{"formula": "C5H12N6", "method": "the ωB97M-V functional and the def2-TZVPD basis", "homo_ev": -18.06, "total_charge": 2, "energy_ev": -14301.6458, "de_lowest_kcal_mol": 32.1, "symbols": ["C", "C", "C", "C", "N", "N", "C", "N", "N", "N", "N", "H", "H", "H", "H", "H", "H", "H", "H", "H", "H", "H", "H"], "xyz": [[-1.44941, 1.98629, -0.76240], [-1.15692, 0.90479, 0.18205], [-0.12753, -0.10300, -0.34650], [1.27678, 0.22222, 0.32729], [2.34286, -0.05694, -0.41811], [1.34518, 0.90336, 1.44822], [-0.65794, -1.48872, 0.06932], [-0.72636, -2.00661, 1.29371], [-1.16803, -2.24762, -0.88910], [-2.18636, 0.58177, 1.18705], [-1.20709, 1.20141, 1.61177], [-1.94099, 2.87494, -0.43977], [-2.23531, 1.74942, -1.45437], [-0.49217, 2.23633, -1.19736], [-0.08655, 0.00407, -1.38923], [2.38644, -0.60319, -1.20317], [3.22953, 0.36729, -0.07887], [0.40890, 1.32810, 1.87054], [2.26455, 1.35368, 1.68034], [-0.28502, -1.58550, 2.20933], [-1.22032, -2.89472, 1.51128], [-1.11958, -2.04726, -1.84809], [-1.66780, -3.05876, -0.59158]]}

4.
{"formula": "C5H12NO", "method": "the ωB97M-V functional and the def2-TZVPD basis", "homo_ev": -2.91, "total_charge": -1, "energy_ev": -8912.0793, "de_lowest_kcal_mol": 114.9, "symbols": ["C", "O", "C", "C", "C", "C", "N", "H", "H", "H", "H", "H", "H", "H", "H", "H", "H", "H", "H"], "xyz": [[-1.51419, 0.18096, -1.05684], [-2.02668, -0.98010, -0.72319], [-0.07603, 0.55409, -0.38702], [0.26917, -0.30382, 0.84220], [0.65159, -1.73211, 0.46323], [1.30483, 0.39546, 1.71490], [1.29901, 1.86176, -0.80892], [-2.16735, 1.03734, -0.77701], [-1.31659, 0.26145, -2.16061], [-0.25057, 1.53718, 0.02049], [-0.70749, -0.45669, 1.31164], [-0.14057, -2.03457, -0.22841], [0.66133, -2.49915, 1.23983], [1.54154, -1.84014, -0.16748], [1.01859, 1.44159, 1.87442], [1.58798, -0.12523, 2.62747], [2.21396, 0.50444, 1.12328], [0.86732, 0.65441, -1.15395], [0.88714, 2.32653, -1.62896]]}

5.
{"formula": "C5H12NO", "method": "the ωB97M-V functional and the def2-TZVPD basis", "homo_ev": -2.42, "total_charge": -1, "energy_ev": -8914.4545, "de_lowest_kcal_mol": 60.2, "symbols": ["C", "N", "C", "C", "C", "C", "O", "H", "H", "H", "H", "H", "H", "H", "H", "H", "H", "H", "H"], "xyz": [[-0.02804, 2.64760, -0.04758], [0.08173, 1.37793, -0.77633], [0.09989, 0.14247, -0.03711], [-1.40722, -0.25750, 0.41321], [0.85112, -1.04808, -0.78169], [0.87244, -2.31636, 0.19837], [1.31270, -1.77740, 1.40626], [-0.74887, 2.37317, 0.88442], [0.87368, 2.70014, 0.55049], [-0.24678, 3.74329, -0.34957], [-0.59921, 1.36628, -1.53769], [0.68989, 0.27302, 0.87803], [-1.12248, -0.97817, 1.23843], [-1.75902, 0.59410, 0.87811], [-2.19413, -0.75544, -0.18148], [1.92147, -0.75133, -0.95463], [0.19599, -1.30172, -1.64049], [1.42156, -3.31393, -0.11258], [-0.21472, -2.71806, -0.02817]]}

6.
{"formula": "C5H12NO", "method": "the ωB97M-V functional and the def2-TZVPD basis", "homo_ev": -2.16, "total_charge": -1, "energy_ev": -8916.3027, "de_lowest_kcal_mol": 17.5, "symbols": ["C", "N", "C", "C", "C", "C", "O", "H", "H", "H", "H", "H", "H", "H", "H", "H", "H", "H", "H"], "xyz": [[-0.14317, -1.09704, -2.75419], [0.01378, 0.15602, -2.00704], [0.37113, -0.06946, -0.58442], [-0.23404, 1.01584, 0.28594], [0.29788, 1.03413, 1.71441], [0.01093, -0.25247, 2.53751], [0.37570, -0.15598, 3.81688], [0.69937, -1.75395, -2.53921], [-1.01078, -1.68441, -2.43619], [-0.17441, -0.87041, -3.81217], [-0.89473, 0.60992, -1.97090], [1.45816, -0.14264, -0.50811], [-0.02578, -1.02672, -0.23576], [-0.08125, 1.96433, -0.23982], [-1.30237, 0.77133, 0.33291], [-0.18339, 1.84098, 2.27889], [1.37352, 1.20224, 1.76737], [-1.08102, -0.45400, 2.38219], [0.53048, -1.08771, 1.97171]]}